Arrangement one

Formula: C2H8OS2Si
Source: the Open Molecules 2025 dataset
Level of theory: ωB97M-V/def2-TZVPD

Each line ends with the natural charge from an NBO analysis.
Element x y z (Å)
C -1.080 0.557 1.557  -1.126
Si 0.028 0.043 0.120  1.749
C -0.742 0.626 -1.505  -1.145
S 0.045 -2.060 -0.267  -0.505
O 1.602 0.375 0.529  -1.049
S 3.062 -0.499 0.078  0.318
H -0.560 1.520 1.916  0.254
H -2.001 0.620 1.020  0.236
H -0.988 -0.254 2.285  0.255
H -0.215 0.318 -2.426  0.257
H -1.796 0.395 -1.333  0.246
H -0.800 1.686 -1.531  0.242
H 0.939 -2.475 0.640  0.162
H 2.507 -0.853 -1.082  0.107

As for the HOMO-LUMO gap: 9.31 eV. The spin multiplicity is 1.

Arrangement two

Formula: C2H8OS2Si
Source: the Open Molecules 2025 dataset
Level of theory: ωB97M-V/def2-TZVPD

Each line ends with the natural charge from an NBO analysis.
Element x y z (Å)
C -2.641 -0.399 0.155  -1.179
C 0.551 -1.148 0.135  -1.147
O -0.568 1.638 0.394  -1.040
Si -0.845 0.090 0.258  2.043
S 0.795 2.812 0.193  -0.211
S 3.654 0.926 -1.029  -0.360
H -2.875 -0.470 -0.881  0.267
H -2.792 -1.317 0.730  0.260
H -3.351 0.421 0.687  0.291
H 0.228 -2.032 -0.361  0.260
H 1.267 -0.588 -0.379  0.269
H 0.927 -1.206 1.142  0.276
H 2.558 1.529 -0.425  0.168
H 3.094 -0.256 -0.621  0.102

As for the HOMO-LUMO gap: 6.76 eV. The spin multiplicity is 1.

Result of the stability comparison: arrangement two is the least stable of them.

Arrangement one

Formula: C21H26N2O3
Source: the Open Molecules 2025 dataset
Level of theory: ωB97M-V/def2-TZVPD

Each line ends with the natural charge from an NBO analysis.
Element x y z (Å)
C 3.028 3.711 0.011  -0.741
C 2.663 2.278 -0.302  0.661
O 1.827 2.071 -1.139  -0.640
N 3.187 1.357 0.487  -0.658
C 2.963 -0.188 0.289  0.276
C 1.610 -0.634 0.702  0.027
C 1.398 -2.052 0.651  -0.076
C 2.558 -2.707 0.067  -0.176
C 3.791 -2.162 -0.043  -0.214
C 4.079 -0.867 0.148  -0.101
C 5.340 -0.017 -0.024  -0.488
H 5.665 0.320 0.783  0.178
H 6.129 -1.157 -0.474  0.151
H 5.384 0.653 -0.764  0.213
H 4.673 -2.847 -0.294  0.218
H 2.368 -3.823 0.194  0.214
C 0.161 -2.709 0.648  -0.224
N -0.794 -2.057 -0.338  -0.537
C -1.864 -2.409 -0.741  0.618
O -2.449 -3.463 -0.029  -0.766
C -2.790 -1.731 -1.833  -0.019
O -2.478 -0.282 -1.681  -0.529
C -2.621 0.565 -0.712  0.419
C -3.273 0.080 0.586  -0.352
C -3.422 1.086 1.220  0.108
C -2.943 2.258 1.301  -0.355
C -2.426 2.473 0.131  -0.036
C -2.180 1.948 -0.953  -0.225
C -1.622 2.205 -2.067  -0.633
H -1.702 3.257 -2.284  0.232
H -0.453 2.213 -2.142  0.266
H -1.923 1.635 -3.154  0.230
H -2.102 3.729 0.046  0.124
H -3.204 2.810 2.096  0.228
C -4.110 0.377 2.727  -0.574
H -3.875 -0.420 2.908  0.142
H -3.665 0.989 3.414  0.184
H -5.154 0.637 2.937  0.194
H -3.529 -0.955 0.556  0.239
H -2.635 -2.032 -2.627  0.155
H -3.738 -1.914 -1.393  0.219
H -0.600 -1.095 -0.662  0.411
H 0.083 -3.673 0.486  0.238
H -0.358 -2.511 1.616  0.226
C 0.439 0.416 0.996  -0.574
H -0.098 -0.255 1.549  0.212
H 0.205 0.765 0.251  0.185
H 1.048 0.971 1.788  0.230
H 3.969 1.795 0.924  0.394
H 2.723 4.055 1.020  0.243
H 4.054 3.856 -0.389  0.231
H 2.415 4.424 -0.748  0.249

As for the HOMO-LUMO gap: 8.19 eV. The spin multiplicity is 1.

Arrangement two

Formula: C21H26N2O3
Source: the Open Molecules 2025 dataset
Level of theory: ωB97M-V/def2-TZVPD

Each line ends with the natural charge from an NBO analysis.
Element x y z (Å)
C -2.223 -2.667 2.737  -0.605
C -2.545 -2.550 1.193  -0.051
O -2.933 -1.109 0.949  -0.544
C -3.651 -0.912 -0.227  0.269
C -3.781 -1.891 -1.455  -0.243
C -4.477 -1.354 -2.411  -0.262
C -5.029 -0.117 -2.362  -0.150
C -4.875 0.873 -1.553  -0.279
C -4.301 0.445 -0.360  0.262
O -4.145 1.114 0.886  -0.587
C -3.864 2.713 0.814  -0.022
H -4.126 3.049 1.673  0.185
C -2.285 2.527 0.391  0.635
O -1.873 3.851 0.104  -0.748
N -1.587 1.601 0.680  -0.567
C -0.268 1.384 0.798  0.013
C 0.723 2.256 0.341  -0.156
C 1.999 2.101 0.272  -0.287
C 2.672 0.993 0.392  0.200
C 1.633 -0.064 0.957  -0.316
C 0.266 0.148 0.857  -0.130
H -0.481 -0.543 1.397  0.180
H 1.994 -0.998 1.108  0.182
N 3.875 0.729 0.587  -0.387
C 4.726 1.417 -0.901  -0.083
H 4.388 2.218 -0.992  0.131
C 4.819 0.100 -1.853  -0.426
C 5.437 -0.890 -1.441  -0.411
C 4.509 -1.651 -0.133  -0.392
C 4.548 -0.605 0.941  -0.209
H 3.965 -0.824 1.679  0.202
H 5.501 -0.367 1.085  0.197
H 5.079 -2.489 0.156  0.210
H 3.558 -1.981 -0.611  0.216
H 5.374 -1.823 -2.239  0.227
H 6.477 -0.698 -1.052  0.216
H 5.445 0.734 -2.812  0.192
H 3.800 0.148 -1.977  0.234
H 5.719 1.480 -0.257  0.178
H 2.576 3.097 0.018  0.187
H 0.393 3.329 0.238  0.256
H -2.235 0.890 1.398  0.466
H -4.474 3.024 0.073  0.186
H -5.321 1.704 -1.458  0.209
H -5.521 0.421 -3.503  0.178
H -4.331 -1.990 -3.326  0.226
H -3.311 -2.819 -1.232  0.222
H -3.406 -3.363 1.029  0.176
H -1.837 -2.711 0.426  0.184
H -1.564 -1.945 2.913  0.206
H -1.958 -3.644 2.814  0.212
H -3.075 -2.345 3.250  0.220

As for the HOMO-LUMO gap: 7.69 eV. The spin multiplicity is 1.

Result of the stability comparison: arrangement one is the least stable of them.

Arrangement one

Formula: C2H3NO3
Source: the Open Molecules 2025 dataset
Level of theory: ωB97M-V/def2-TZVPD

Each line ends with the natural charge from an NBO analysis.
Element x y z (Å)
C -1.682 0.016 0.101  0.935
C 1.281 0.013 -0.003  -0.468
N 0.059 0.031 -0.736  0.121
O -2.751 -0.052 0.602  -0.541
O -0.820 1.017 -0.179  -0.359
O -0.870 -0.967 -0.390  -0.357
H 1.106 -0.639 0.830  0.210
H 2.255 -0.356 -0.651  0.228
H 1.422 0.936 0.425  0.232

As for the HOMO-LUMO gap: 11.12 eV. The spin multiplicity is 1.

Arrangement two

Formula: C2H3NO3
Source: the Open Molecules 2025 dataset
Level of theory: ωB97M-V/def2-TZVPD

Each line ends with the natural charge from an NBO analysis.
Element x y z (Å)
H 0.633 -1.317 -1.017  0.354
N 0.553 -0.342 -0.847  -0.747
C 1.159 -0.094 0.241  0.406
O 1.196 1.171 0.701  -0.656
H 1.744 -0.731 0.895  0.157
H 0.739 1.522 -0.060  0.488
O -2.026 -0.929 0.769  -0.522
C -2.019 -0.089 0.007  1.029
O -1.980 0.808 -0.689  -0.510

As for the HOMO-LUMO gap: 11.55 eV. The spin multiplicity is 1.

Arrangement three

Formula: C2H3NO3
Source: the Open Molecules 2025 dataset
Level of theory: ωB97M-V/def2-TZVPD

Each line ends with the natural charge from an NBO analysis.
Element x y z (Å)
C -0.128 -0.045 1.084  -0.770
C 0.547 0.364 -0.123  0.617
O 1.573 0.964 -0.228  -0.439
N -0.163 -0.154 -1.394  0.469
O -1.239 -0.661 -1.159  -0.391
O 0.399 -0.085 -2.414  -0.298
H 0.326 -0.907 1.610  0.272
H -1.131 -0.383 0.782  0.280
H -0.183 0.905 1.842  0.261

As for the HOMO-LUMO gap: 10.02 eV. The spin multiplicity is 1.

Arrangement four

Formula: C2H3NO3
Source: the Open Molecules 2025 dataset
Level of theory: ωB97M-V/def2-TZVPD

Each line ends with the natural charge from an NBO analysis.
Element x y z (Å)
C 1.089 0.361 1.031  0.214
C 0.394 -0.873 0.855  0.626
N -0.918 0.124 -1.251  -0.373
O 2.274 0.577 1.102  -0.530
O -0.449 -1.510 0.395  -0.419
O 0.211 0.702 -0.883  -0.415
H 0.176 0.950 1.206  0.179
H -1.842 0.505 -0.889  0.351
H -0.937 -0.835 -1.566  0.366

As for the HOMO-LUMO gap (alpha / beta): 7.92 / 8.64 eV. The spin multiplicity is 1.

Result of the stability comparison: arrangement four is the least stable of them.

Arrangement one

Formula: C2H3NO3
Source: the Open Molecules 2025 dataset
Level of theory: ωB97M-V/def2-TZVPD

Each line ends with the natural charge from an NBO analysis.
Element x y z (Å)
O 2.201 0.502 0.424  -0.602
C 1.694 -0.609 -0.171  0.606
O 0.398 -0.457 -0.110  -0.472
C -0.263 0.714 -0.175  0.320
N -1.526 0.698 -0.108  -0.165
O -1.932 -0.635 0.285  -0.572
H 2.137 -1.589 -0.391  0.196
H 0.093 1.679 -0.268  0.211
H -2.801 -0.303 0.513  0.479

As for the HOMO-LUMO gap: 10.07 eV. The spin multiplicity is 1.

Arrangement two

Formula: C2H3NO3
Source: the Open Molecules 2025 dataset
Level of theory: ωB97M-V/def2-TZVPD

Each line ends with the natural charge from an NBO analysis.
Element x y z (Å)
O -2.124 0.725 -0.504  -0.465
C -1.613 -0.214 0.031  0.365
C -0.101 -0.488 0.064  0.526
O 0.350 -1.604 -0.098  -0.552
N 0.614 0.616 0.292  -0.361
O 2.008 0.621 -0.246  -0.580
H -2.182 -0.998 0.567  0.132
H 0.662 1.510 -0.291  0.452
H 2.385 -0.168 0.183  0.483

As for the HOMO-LUMO gap: 10.04 eV. The spin multiplicity is 1.

Arrangement three

Formula: C2H3NO3
Source: the Open Molecules 2025 dataset
Level of theory: ωB97M-V/def2-TZVPD

Each line ends with the natural charge from an NBO analysis.
Element x y z (Å)
C -3.005 -0.037 0.046  0.938
C -0.089 -0.056 -0.038  -0.486
N -1.241 0.106 -0.836  0.153
O -4.084 -0.087 0.521  -0.544
O -2.205 1.017 -0.134  -0.374
O -2.158 -0.931 -0.552  -0.374
H 0.051 0.641 0.768  0.235
H -0.089 -1.017 0.352  0.227
H 0.634 0.058 -0.799  0.224

As for the HOMO-LUMO gap: 11.68 eV. The spin multiplicity is 1.

Result of the stability comparison: arrangement one is the least stable of them.